Run w
{
  "formula": "C35H50Cl2CoN3O3S2Si",
  "method": "the ωB97M-V functional and the def2-TZVPD basis",
  "symbols": ["Co", "Cl", "C", "C", "C", "C", "C", "Cl", "C", "S", "H", "H", "H", "C", "C", "C", "C", "O", "Si", "S", "O", "C", "C", "C", "C", "O", "C", "C", "C", "C", "H", "H", "H", "H", "H", "H", "H", "H", "H", "H", "H", "H", "H", "H", "H", "H", "H", "H", "H", "H", "H", "H", "H", "H", "H", "H", "H", "C", "C", "C", "C", "C", "C", "C", "C", "C", "C", "H", "H", "H", "H", "H", "H", "H", "C", "C", "N", "C", "N", "C", "C", "C", "N", "C", "H", "H", "H", "H", "H", "H", "H", "H", "H", "H", "H", "H", "H"],
  "coordinates": [[13.51555, -6.25456, 13.21115], [12.96499, -6.43998, 16.92184], [14.57054, -5.87122, 17.08998], [14.84836, -5.21956, 18.27243], [16.09818, -4.67817, 18.55485], [16.99057, -4.64541, 17.52750], [16.73363, -5.27473, 16.24197], [18.15659, -5.48923, 15.28514], [15.51885, -5.94298, 16.03406], [15.26375, -6.71764, 14.38813], [14.04541, -5.14779, 19.00240], [16.31854, -4.17424, 19.50496], [17.92831, -4.04487, 17.47198], [10.84135, -10.38180, 16.63241], [10.82699, -10.99981, 15.20265], [9.84666, -12.16868, 15.16430], [12.19631, -11.41479, 14.68812], [10.28610, -10.04895, 14.24184], [10.37471, -8.42101, 14.06251], [12.47821, -7.88397, 13.99066], [9.55492, -8.16071, 12.69988], [9.25076, -8.62978, 11.34870], [8.77399, -7.41398, 10.60989], [8.16358, -9.70530, 11.49813], [10.48902, -9.15995, 10.72612], [9.76322, -7.51075, 15.27645], [8.42100, -6.91270, 15.47259], [8.38518, -5.58947, 14.69231], [7.37465, -7.93439, 15.03463], [8.31917, -6.65877, 16.96850], [11.24498, -11.16672, 17.26838], [9.77115, -10.22190, 16.83431], [11.44019, -9.43086, 16.61025], [10.06634, -12.88545, 15.95482], [10.00572, -12.64135, 14.17004], [8.78440, -11.88228, 15.26644], [12.65123, -12.17860, 15.35008], [12.81456, -10.52481, 14.62027], [12.13047, -11.82832, 13.66077], [7.97223, -6.95186, 11.27082], [8.28650, -7.70867, 9.64479], [9.54975, -6.65532, 10.45502], [7.19730, -9.22021, 11.63484], [8.35797, -10.45616, 12.30707], [8.14758, -10.25654, 10.54836], [11.12575, -8.29225, 10.51095], [10.31199, -9.83511, 9.87553], [10.98865, -9.75200, 11.50897], [8.74202, -5.75192, 13.61582], [8.99957, -4.88719, 15.26268], [7.33022, -5.20992, 14.72582], [7.43228, -8.04393, 13.94277], [6.36221, -7.63877, 15.33750], [7.54123, -8.92394, 15.48923], [9.04005, -5.92564, 17.29175], [8.52068, -7.62440, 17.49307], [7.28476, -6.34037, 17.20699], [12.39685, -4.19742, 8.16038], [11.69087, -4.25296, 9.41629], [12.18356, -5.03325, 10.44407], [13.36703, -5.76860, 10.29224], [14.04238, -6.46792, 11.32138], [14.96422, -7.38277, 10.99581], [15.66987, -7.35641, 9.72532], [15.24498, -6.49211, 8.73515], [14.06716, -5.69847, 9.02399], [13.61708, -4.82731, 7.98333], [11.93677, -3.62293, 7.35535], [10.74436, -3.72153, 9.53116], [11.66735, -5.14180, 11.39694], [15.34906, -8.12939, 11.73276], [16.49766, -8.02896, 9.61105], [15.74377, -6.38895, 7.77499], [14.19479, -4.82111, 7.06273], [15.99204, -2.29152, 13.94676], [15.88501, -3.05889, 12.61154], [14.67179, -3.89883, 12.73643], [13.61127, -3.49700, 13.50778], [12.77553, -4.46492, 13.81925], [11.63507, -4.30875, 14.74359], [11.82311, -3.14260, 15.64065], [12.39264, -1.91512, 14.92197], [13.53671, -2.27390, 14.08735], [14.74441, -1.45282, 14.17839], [16.90727, -1.68505, 13.98298], [16.08343, -2.98024, 14.84004], [16.72670, -3.71002, 12.43093], [15.71248, -2.38569, 11.71106], [14.69285, -4.96131, 12.75027], [11.51226, -5.27824, 15.21354], [10.76254, -4.24734, 14.02177], [12.42067, -3.38934, 16.54877], [10.84369, -2.87703, 16.09371], [12.77553, -1.20884, 15.62574], [11.66107, -1.39598, 14.24895], [14.75051, -1.06855, 15.21445], [14.68345, -0.58871, 13.55727]],
  "lowdin_spin": [2.75, 0.01, 0.01, 0.00, 0.01, 0.00, 0.02, 0.01, 0.03, 0.24, 0.00, 0.00, 0.00, 0.00, 0.00, 0.00, 0.00, 0.02, 0.05, 0.33, 0.01, 0.00, 0.00, 0.00, 0.00, 0.01, 0.00, 0.00, 0.00, 0.00, 0.00, 0.00, 0.00, 0.00, 0.00, 0.00, 0.00, 0.00, 0.00, 0.00, 0.00, 0.00, 0.00, 0.00, 0.00, 0.00, 0.00, 0.00, 0.00, 0.00, 0.00, 0.00, 0.00, 0.00, 0.00, 0.00, 0.00, 0.00, 0.00, 0.00, 0.03, 0.17, 0.05, 0.01, 0.02, 0.01, 0.00, 0.00, 0.00, 0.00, 0.01, 0.00, 0.00, 0.00, 0.00, 0.00, 0.03, 0.02, 0.09, 0.01, 0.00, 0.00, 0.01, 0.00, 0.00, 0.00, 0.00, 0.00, 0.02, 0.00, 0.00, 0.00, 0.00, 0.00, 0.00, 0.00, 0.00],
  "gap_ev": [8.0, 6.6],
  "homo_energy_ha": [-0.2780, -0.2779],
  "multiplicity": 5
}

---

Run x
{
  "formula": "C35H50Cl2CoN3O3S2Si",
  "method": "the ωB97M-V functional and the def2-TZVPD basis",
  "symbols": ["Co", "Cl", "C", "C", "C", "C", "C", "Cl", "C", "S", "H", "H", "H", "C", "C", "C", "C", "O", "Si", "S", "O", "C", "C", "C", "C", "O", "C", "C", "C", "C", "H", "H", "H", "H", "H", "H", "H", "H", "H", "H", "H", "H", "H", "H", "H", "H", "H", "H", "H", "H", "H", "H", "H", "H", "H", "H", "H", "C", "C", "C", "C", "C", "C", "C", "C", "C", "C", "H", "H", "H", "H", "H", "H", "H", "C", "C", "N", "C", "N", "C", "C", "C", "N", "C", "H", "H", "H", "H", "H", "H", "H", "H", "H", "H", "H", "H", "H"],
  "coordinates": [[0.52028, -0.63081, 0.97463], [0.87620, -0.25492, 3.41668], [2.62012, -0.15931, 3.60264], [3.15942, -0.20657, 4.87739], [4.53428, -0.14661, 5.06737], [5.37198, -0.00020, 3.98238], [4.85327, 0.06905, 2.67049], [5.93852, 0.29186, 1.33659], [3.43854, -0.06339, 2.48054], [2.75908, 0.00338, 0.87678], [2.47480, -0.31715, 5.72222], [4.95438, -0.22275, 6.07653], [6.44782, 0.06147, 4.11718], [0.21113, -0.65998, -3.88652], [1.05173, -1.10301, -2.70653], [0.61379, -2.48311, -2.26724], [2.56649, -1.07427, -2.87119], [0.69060, -0.15730, -1.62015], [0.82095, 1.49261, -1.57641], [0.73341, 1.96753, 0.52073], [2.27666, 1.88488, -2.19545], [2.88120, 3.08716, -2.81015], [4.35745, 2.72498, -2.89997], [2.25124, 3.30587, -4.17805], [2.64864, 4.20593, -1.81745], [-0.37252, 2.16076, -2.45480], [-1.62077, 2.95429, -2.36872], [-2.53679, 2.15465, -1.46673], [-1.25172, 4.31826, -1.83317], [-2.13180, 3.04734, -3.80033], [0.35707, -1.32524, -4.73899], [0.44577, 0.35331, -4.22053], [-0.84446, -0.65886, -3.61568], [0.79372, -3.21473, -3.06259], [-0.44722, -2.51359, -2.01264], [1.17852, -2.78595, -1.39245], [2.89789, -1.84357, -3.57073], [3.05274, -1.26007, -1.89817], [2.91297, -0.09562, -3.21901], [4.52624, 1.87229, -3.55312], [4.71824, 2.45042, -1.90720], [4.95521, 3.57349, -3.28199], [2.44314, 2.46079, -4.83418], [2.63957, 4.20765, -4.64824], [1.16691, 3.40079, -4.06740], [2.92777, 3.91763, -0.79413], [1.58710, 4.47911, -1.77956], [3.17582, 5.11538, -2.13801], [-2.04848, 2.00602, -0.49146], [-2.73659, 1.16298, -1.90766], [-3.48555, 2.67577, -1.31032], [-0.80570, 4.24695, -0.83927], [-2.11100, 4.99767, -1.75162], [-0.53875, 4.80655, -2.50116], [-2.36641, 2.06039, -4.20318], [-1.38299, 3.51441, -4.44314], [-3.03372, 3.66369, -3.82855], [-2.53143, -5.14551, 2.39271], [-2.47770, -3.83457, 2.87439], [-1.39534, -3.03171, 2.61762], [-0.32681, -3.48333, 1.78276], [0.72677, -2.65692, 1.24892], [1.89733, -3.29680, 0.92267], [1.92008, -4.66731, 0.61783], [0.80235, -5.43480, 0.80099], [-0.33809, -4.87913, 1.41368], [-1.48195, -5.65080, 1.66959], [-3.43298, -5.75294, 2.59630], [-3.30316, -3.43573, 3.47747], [-1.34422, -2.02217, 3.04629], [2.82410, -2.70492, 0.84757], [2.81209, -5.12405, 0.16818], [0.80608, -6.50169, 0.56151], [-1.50340, -6.70019, 1.34547], [-3.58493, 0.87956, 4.09169], [-2.33352, 1.63691, 3.69430], [-1.71706, 1.09685, 2.47266], [-2.33156, 0.19826, 1.64400], [-1.60127, -0.55732, 0.79949], [-2.29296, -1.38275, -0.18828], [-3.70410, -1.80935, 0.17456], [-4.46928, -0.61437, 0.70591], [-3.67893, 0.08064, 1.74388], [-4.42036, 0.75894, 2.83781], [-4.14247, 1.42265, 4.87968], [-3.34052, -0.10293, 4.50588], [-1.55854, 1.64182, 4.48150], [-2.55010, 2.69733, 3.51013], [-0.96398, 1.64646, 1.98759], [-1.63808, -2.25574, -0.34351], [-2.25157, -0.82458, -1.12798], [-3.70859, -2.62637, 0.90682], [-4.22041, -2.20490, -0.72118], [-5.42339, -0.86417, 1.18245], [-4.73879, 0.13421, -0.07657], [-5.30706, 0.13113, 3.02461], [-4.79242, 1.72201, 2.47229]],
  "lowdin_spin": [2.63, 0.04, 0.04, -0.01, 0.04, -0.01, 0.05, 0.01, 0.03, 0.46, 0.00, 0.00, 0.00, 0.00, 0.00, 0.00, 0.00, 0.02, 0.03, 0.41, 0.00, 0.00, 0.00, 0.00, 0.00, 0.01, 0.00, 0.01, 0.01, 0.00, 0.00, 0.00, 0.00, 0.00, 0.00, 0.00, 0.00, 0.00, 0.00, 0.00, 0.00, 0.00, 0.00, 0.00, 0.00, 0.00, 0.00, 0.00, 0.01, 0.00, 0.00, 0.01, 0.00, 0.00, 0.00, 0.00, 0.00, 0.00, 0.00, 0.00, 0.02, 0.09, 0.02, 0.00, 0.00, 0.00, 0.00, 0.00, 0.00, 0.00, 0.01, 0.00, 0.00, 0.00, 0.00, 0.00, 0.00, 0.01, 0.04, 0.00, 0.00, 0.00, 0.00, 0.00, 0.00, 0.00, 0.00, 0.00, 0.00, 0.00, 0.00, 0.00, 0.00, 0.00, 0.00, 0.00, 0.00],
  "gap_ev": [7.2, 5.5],
  "homo_energy_ha": [-0.2468, -0.2595],
  "multiplicity": 5
}

---

Among the structures shown above, run x is the most stable, with the second-best lying 235.5 kJ/mol higher.